{
  "formula": "C2F6NO4RuS2",
  "method": "ωB97M-V/def2-TZVPD",
  "species": ["Ru", "N", "S", "O", "O", "C", "F", "F", "F", "S", "O", "C", "F", "F", "F", "O"],
  "xyz": [[0.59033, -1.76211, 2.26624], [-0.16284, 0.26410, -0.32320], [-0.67031, -1.21938, -0.51649], [-0.48378, -1.69281, -1.86725], [-0.24236, -2.14091, 0.57920], [-2.51467, -1.04759, -0.25284], [-2.95335, -0.04937, -0.98711], [-2.75374, -0.81113, 1.01962], [-3.08505, -2.17302, -0.62579], [0.85641, 1.01162, 0.61635], [0.49906, 2.40465, 0.76915], [2.60470, 0.96246, -0.02289], [3.26724, 1.99173, 0.45958], [3.18733, -0.15208, 0.36343], [2.58032, 1.01125, -1.33863], [0.92486, 0.05517, 1.83590]],
  "e_lumo_ev": [-11.53, -14.35],
  "s2": 8.76,
  "fmax_ev_per_a": 6.66,
  "de_lowest_kcal_mol": 0.0,
  "spin_multiplicity": 6,
  "e_homo_ev": [-20.48, -20.35],
  "total_charge": 2
}


{
  "formula": "C2FLiNiO2",
  "method": "ωB97M-V/def2-TZVPD",
  "species": ["Li", "O", "C", "C", "O", "F", "Ni"],
  "xyz": [[2.45809, -0.97225, 0.22817], [0.91155, -1.74015, 0.77990], [0.00377, -0.76822, 0.85557], [0.22619, 0.51647, 0.45063], [-0.61197, 1.52065, 0.48309], [1.55768, 0.87750, 0.04787], [-1.72646, 0.20324, 1.42544]],
  "e_lumo_ev": [-0.55, -0.57],
  "s2": 2.02,
  "fmax_ev_per_a": 3.56,
  "de_lowest_kcal_mol": 0.0,
  "spin_multiplicity": 3,
  "e_homo_ev": [-7.20, -7.58]
}